Density functional theory data (ωB97M-V/def2-TZVPD) for a cluster of 2 separate species, C2H3BrN2S in total at a distorted geometry.

Geometry as XYZ:
```
9
Properties=species:S:1:pos:R:3:forces:R:3
C -2.25913 -0.83905 -1.54510 -3.51 -1.32 -4.08
C 2.54552 1.13799 1.10349 -2.35 -3.72 0.79
N -1.55621 -0.77097 -0.54564 1.59 -0.22 1.08
N -0.81255 -0.75112 0.26203 2.62 0.35 3.29
S 3.05170 2.53357 0.73392 0.95 2.02 -1.08
Br 2.33128 0.62895 3.01917 0.13 -0.09 -0.82
H -3.24093 -0.46865 -1.33954 -0.57 0.30 -0.58
H -2.11626 -1.74680 -2.16356 -0.08 0.90 0.28
H 2.05657 0.27608 0.47524 1.23 1.78 1.12
```
Positions in Å, forces in eV/Å.

## Properties
- E_tot: -85976.9554 eV
- Frontier orbital gap: 0.3111 Ha
- F_max: 5.54 eV/A
- Multiplicity: 1
- Energy relative to the best compared isomer or geometry (same formula, charge and spin): 3.034 eV
- E_LUMO: -0.530 eV

Charge distribution, natural (NBO) scheme, values in e:
1. C -0.50
2. C -0.44
3. N 0.09
4. N -0.04
5. S 0.22
6. Br -0.02
7. H 0.22
8. H 0.23
9. H 0.24